Model A:
2 unconnected molecules or ions with the total composition C3H9OS, computed with ωB97M-V/def2-TZVPD.

Properties
Total charge: -1
Molecular weight (g/mol): 93.2

Last column: Mulliken charge in e.
Geometry (Å):
C  0.782  2.245  1.258  -0.51
O  -0.175  1.346  1.846  -0.59
H  0.764  2.320  0.163  0.16
H  1.781  2.251  1.587  0.25
H  0.426  3.325  1.423  0.21
C  -0.650  -2.311  -0.192  -0.78
S  -0.435  -0.443  -0.603  -0.23
C  0.784  -0.533  -1.831  -0.60
H  -1.682  -2.249  0.179  0.26
H  -0.677  -2.684  -1.240  0.24
H  0.161  -2.604  0.541  0.20
H  1.146  0.530  -2.211  0.02
H  -0.327  0.566  1.257  0.28
H  1.275  -1.545  -2.218  0.08

Model B:
2 unconnected molecules or ions with the total composition C3H9OS, computed with ωB97M-V/def2-TZVPD.

Properties
Total charge: -1
Molecular weight (g/mol): 93.2

Last column: Mulliken charge in e.
Geometry (Å):
C  1.116  0.999  -2.666  -0.58
O  -0.039  1.051  -1.922  -0.73
H  1.986  0.693  -2.050  0.21
H  1.405  1.971  -3.092  0.19
H  1.022  0.285  -3.500  0.18
C  -1.310  -0.826  2.717  -0.87
S  -1.488  -1.075  0.927  -0.19
C  0.008  -0.406  0.279  -0.91
H  -0.495  -1.452  3.093  0.27
H  -1.083  0.202  2.947  0.24
H  -2.225  -1.071  3.265  0.29
H  0.425  0.411  0.848  0.29
H  -0.050  0.419  -0.925  0.34
H  0.730  -1.201  0.079  0.25

Model C:
2 unconnected molecules or ions with the total composition C3H9OS, computed with ωB97M-V/def2-TZVPD.

Properties
Total charge: -1
Molecular weight (g/mol): 93.2

Last column: Mulliken charge in e.
Geometry (Å):
C  -1.730  1.382  0.700  -0.57
O  -0.436  1.547  1.095  -0.85
H  -2.356  2.268  0.883  0.26
H  -1.889  0.937  -0.317  0.08
H  -2.148  0.538  1.352  0.10
C  1.394  -1.398  0.697  -0.62
S  1.469  -1.557  -1.117  -0.17
C  0.515  -0.060  -1.557  -0.56
H  0.947  -2.322  1.071  0.22
H  0.845  -0.507  1.017  0.21
H  2.399  -1.382  1.120  0.25
H  -0.425  -0.100  -1.022  0.02
H  1.052  0.839  -1.292  0.30
H  0.362  -0.184  -2.628  0.32

Model D:
2 unconnected molecules or ions with the total composition C3H9OS, computed with ωB97M-V/def2-TZVPD.

Properties
Total charge: -1
Molecular weight (g/mol): 93.2

Last column: Mulliken charge in e.
Geometry (Å):
C  -1.001  0.104  -2.317  -0.29
O  -1.871  -0.058  -3.481  -0.55
H  -0.324  -0.788  -2.177  0.21
H  -0.464  1.160  -2.475  0.14
H  -1.630  0.213  -1.376  0.12
C  2.049  -0.279  2.364  -0.77
S  1.176  0.987  1.247  -0.19
C  -0.496  0.414  1.347  -0.91
H  1.567  -0.534  3.357  0.25
H  2.979  0.395  2.691  0.19
H  2.136  -1.257  1.811  0.19
H  -0.916  -0.396  1.899  0.19
H  -2.031  -1.017  -3.732  0.29
H  -1.176  1.057  0.842  0.14

Here is how they stack up, most stable first: model C, model B, model A, model D.

Model A:
2 unconnected molecules or ions with the total composition C5H13OP, computed with ωB97M-V/def2-TZVPD.

Properties
Total charge: 0
Molecular weight (g/mol): 120.1

Last column: Mulliken charge in e.
Geometry (Å):
C  0.358  -1.969  -0.288  -1.48
C  1.956  -0.115  0.151  -1.68
C  -0.242  1.867  0.546  -1.44
C  0.511  -0.553  0.344  0.77
C  -0.342  0.524  -0.200  0.08
O  -0.299  0.554  -1.512  -0.39
P  -2.624  -0.422  0.479  -0.03
H  1.024  -2.087  -1.196  0.32
H  -0.579  -2.077  -0.578  0.51
H  0.742  -2.785  0.432  0.32
H  2.569  -1.003  0.299  0.40
H  2.377  0.603  0.835  0.42
H  1.962  0.309  -0.841  0.38
H  0.836  1.966  0.799  0.27
H  -0.680  1.687  1.456  0.38
H  -0.768  2.638  0.008  0.52
H  0.352  -0.609  1.483  0.25
H  -0.474  1.544  -1.850  0.36
H  -3.642  0.603  0.424  0.02
H  -3.036  -0.676  -0.790  -0.01

Model B:
A single C5H13OP molecule, computed with ωB97M-V/def2-TZVPD.

Properties
Total charge: 0
Molecular weight (g/mol): 120.1
SMILES: CC(C)(C)C[PH2]=O

Last column: Mulliken charge in e.
Geometry (Å):
C  0.411  -0.119  1.578  -1.93
C  0.586  -0.083  0.027  1.48
C  0.417  -1.506  -0.601  -1.75
C  1.928  0.460  -0.422  -2.04
C  -0.719  0.867  -0.849  -0.72
P  -2.244  0.438  -0.015  0.33
O  -2.653  -0.975  0.006  -0.59
H  1.345  -0.416  1.943  0.50
H  -0.381  -0.857  1.801  0.39
H  0.002  0.731  1.854  0.51
H  0.552  -1.330  -1.619  0.46
H  1.091  -2.261  -0.356  0.43
H  -0.510  -1.827  -0.305  0.53
H  2.002  0.394  -1.436  0.46
H  1.917  1.474  -0.115  0.49
H  2.644  0.046  0.179  0.52
H  -0.372  1.995  -0.770  0.30
H  -0.766  0.538  -1.807  0.52
H  -2.075  1.091  1.277  0.03
H  -3.173  1.340  -0.369  0.08

Here is how they stack up, most stable first: model B, model A.

Model A:
A single CH4N2O molecule, computed with ωB97M-V/def2-TZVPD.

Properties
Total charge: 0
Molecular weight (g/mol): 60.1
SMILES: [H]/N=C/ON

Last column: Mulliken charge in e.
Geometry (Å):
H  -2.611  0.327  -0.787  0.26
N  -2.071  0.554  0.036  -0.59
C  -0.904  0.758  -0.327  0.26
O  0.119  0.838  0.510  -0.23
N  1.425  0.868  -0.184  -0.44
H  -0.507  0.901  -1.445  0.27
H  1.853  0.014  0.073  0.24
H  1.996  1.673  0.029  0.24

Model B:
A single CH4N2O molecule, computed with ωB97M-V/def2-TZVPD.

Properties
Total charge: 0
Molecular weight (g/mol): 60.1
SMILES: NN1CO1

Last column: Mulliken charge in e.
Geometry (Å):
N  1.111  -0.495  0.067  -0.35
N  -0.041  -0.515  -0.669  -0.14
C  -0.831  0.576  -0.260  -0.01
O  -1.307  -0.618  0.304  -0.38
H  1.070  0.060  0.943  0.25
H  1.448  -1.472  0.207  0.26
H  -0.151  1.236  0.422  0.14
H  -1.299  1.229  -1.015  0.23

Model C:
A single CH4N2O molecule, computed with ωB97M-V/def2-TZVPD.

Properties
Total charge: 0
Molecular weight (g/mol): 60.1
SMILES: [H]/N=C\NO

Last column: Mulliken charge in e.
Geometry (Å):
H  0.947  1.164  -0.373  0.30
N  1.347  0.286  -0.736  -0.58
C  0.555  -0.646  -0.403  -0.01
N  -0.569  -0.542  0.421  -0.21
O  -1.020  0.795  0.517  -0.44
H  0.771  -1.668  -0.703  0.33
H  -1.334  -1.142  0.089  0.26
H  -0.989  0.948  1.467  0.36

Here is how they stack up, most stable first: model C, model A, model B.

Model A:
3 unconnected molecules or ions with the total composition CH4N2O, computed with ωB97M-V/def2-TZVPD.

Properties
Total charge: 0
Molecular weight (g/mol): 60.1

Last column: Mulliken charge in e.
Geometry (Å):
C  -0.196  -0.490  0.137  0.48
H  -1.222  1.706  -0.347  0.34
H  -1.677  0.880  0.961  0.35
H  1.862  -0.944  -0.082  0.22
H  1.513  0.279  -1.121  0.23
N  -1.242  0.324  -0.222  -0.66
N  1.137  -0.504  -0.505  -0.39
O  -0.176  -1.251  1.178  -0.57

Model B:
A single CH4N2O molecule, computed with ωB97M-V/def2-TZVPD.

Properties
Total charge: 0
Molecular weight (g/mol): 60.1
SMILES: NC(N)=O

Last column: Mulliken charge in e.
Geometry (Å):
N  -1.030  0.494  0.245  -0.38
C  -0.142  -0.417  -0.293  0.59
N  1.156  -0.120  -0.013  -0.40
O  -0.463  -1.317  -1.047  -0.61
H  -0.794  1.258  0.830  0.16
H  -1.989  0.370  -0.064  0.22
H  1.827  -0.899  -0.244  0.24
H  1.434  0.631  0.586  0.18

Model C:
A single CH4N2O molecule, computed with ωB97M-V/def2-TZVPD.

Properties
Total charge: 0
Molecular weight (g/mol): 60.1
SMILES: [H]/N=C\NO

Last column: Mulliken charge in e.
Geometry (Å):
H  0.428  -1.206  0.052  0.43
N  1.286  -0.666  -0.058  -0.53
C  0.881  0.462  0.030  -0.08
N  -0.625  0.774  -0.231  -0.24
O  -1.151  -0.514  0.173  -0.51
H  1.545  1.364  0.230  0.30
H  -0.737  1.211  0.750  0.28
H  -1.941  -0.776  -0.577  0.36

Here is how they stack up, most stable first: model B, model C, model A.